Record 1
Density functional theory data (ωB97M-V/def2-TZVPD) for a cluster of 3 separate species, C3H4N2O2 in total at a distorted geometry.

Structure (XYZ):
```
11
Properties=species:S:1:pos:R:3:forces:R:3
C -1.065615 0.965319 0.720677 -1.7186 1.5911 -0.8599
N -1.551790 1.018635 -0.458649 -0.2889 -0.0810 0.8481
C 1.336185 -0.279112 -1.544421 0.5426 0.8152 -3.1846
C 0.677194 -0.710396 0.612912 0.8112 -1.4501 0.5978
O 0.689099 0.607945 -1.954943 -0.0900 -0.2493 1.2835
N 0.674625 -1.776385 1.098285 -0.6007 0.8428 0.0152
O 2.132933 -1.128031 -1.630730 -0.0262 -0.4394 1.2205
H -1.188883 1.774965 -1.036116 0.4306 -0.2300 0.1793
H 0.291521 -2.543933 1.616127 0.2171 -0.0825 -0.0742
H -0.381073 1.706765 1.135346 0.2743 -0.1613 -0.0641
H -1.614196 0.364228 1.441513 0.4488 -0.5555 0.0383
```
Positions in Å, forces in eV/Å.

Calculated values
LUMO = 0.247 eV
Net charge = 0
HOMO energy = -9.80 eV
Orbital gap = 10.05 eV

Record 2
Density functional theory data (ωB97M-V/def2-TZVPD) for a structure of composition C15H40CrF3N5O14PS3 at a distorted geometry.

Structure (XYZ):
```
82
Properties=species:S:1:pos:R:3:forces:R:3
Cr 2.233011 22.910688 18.465020 -0.2919 -0.7406 0.8575
S 0.253208 24.142489 20.989183 -0.8110 0.4435 0.1625
O -0.701401 25.277677 20.821302 0.4085 0.0600 0.0840
O 1.230000 24.421523 22.072126 -0.1545 0.0594 -0.0297
O -0.479776 22.896296 21.195599 0.2652 0.0556 -0.0009
O 1.054229 24.080622 19.691221 0.2196 -0.0508 -0.3970
S 3.294313 20.125272 20.195248 0.3217 -0.6148 0.4354
O 3.070936 21.539042 19.704486 -0.3674 1.1142 0.1047
O 3.788847 19.394969 18.983918 0.1940 -0.0320 -0.1123
O 4.354244 20.196863 21.227446 -0.0727 0.0226 -0.3439
O 2.062096 19.546452 20.707874 0.2032 0.0331 -0.1560
C -1.585818 21.463214 16.329881 0.7717 -0.1772 0.1590
F -2.200550 22.398820 17.047378 -0.2447 0.0782 -0.1456
F -2.502656 20.605167 15.849631 -0.2825 0.0506 0.0826
F -1.049885 22.074343 15.239033 -0.0879 0.1660 -0.1009
S -0.284474 20.581137 17.322306 1.6107 -0.4931 -0.4462
O -0.977357 20.190099 18.491389 -0.8086 0.0567 0.7836
O 0.117395 19.486232 16.454849 -0.2282 0.4161 -0.4520
O 0.770204 21.594000 17.460766 -0.9770 -0.3720 -0.5252
O 1.774938 24.224668 16.896305 -0.2723 -0.1351 -0.2218
P 1.968902 25.088198 15.729639 0.0061 -0.0615 -0.1067
N 3.138173 26.244702 15.866632 0.4038 0.3144 -0.7387
C 2.887563 27.305040 16.831628 -0.7894 -0.2131 0.7070
C 4.556136 25.939907 15.666866 -0.5021 0.0825 0.5666
N 0.586998 25.942148 15.412384 0.2205 -0.1043 -0.4792
C -0.625853 25.648721 16.173798 0.0497 1.2259 0.9076
C 0.555256 27.090588 14.539714 -0.9267 0.3220 0.3449
N 2.440068 24.233629 14.393485 0.3222 -0.5333 -0.3008
C 2.078762 22.799636 14.349831 -0.1568 0.6199 -0.0785
C 2.777134 24.863117 13.130023 -1.3018 0.6817 0.4345
H 1.990877 27.870553 16.566376 0.2655 0.1979 -0.2169
H 3.749365 27.961307 16.930927 0.0160 0.0509 -0.1800
H 2.637713 26.905603 17.825845 0.3600 -0.0992 -0.0026
H 5.005484 26.797577 15.159308 0.2849 -0.0982 0.0258
H 4.694841 25.030104 15.088701 -0.0948 0.0297 -0.0510
H 5.017249 25.784154 16.646845 0.2912 0.0430 -0.1291
H -0.767076 24.593055 16.304074 -0.1086 -0.3903 0.1399
H -0.553767 26.142881 17.151450 0.0114 -0.5024 0.1903
H -1.513322 26.123865 15.746077 0.1656 -0.2803 -0.6248
H 0.400243 28.011140 15.127352 0.2192 0.0511 -0.1071
H 1.434658 27.209269 13.915366 0.1700 -0.1236 0.1486
H -0.330198 27.036479 13.892695 0.1384 -0.1295 -0.1451
H 1.191148 22.615657 14.946707 0.2183 -0.2334 0.4007
H 1.791873 22.509686 13.336184 0.2651 0.0770 -0.0896
H 2.937276 22.242059 14.705595 -0.1846 -0.4243 -0.0254
H 3.093363 24.131066 12.392203 0.5130 -0.0108 0.1725
H 3.466722 25.690653 13.306026 0.3750 -0.2601 -0.3254
H 1.875336 25.338637 12.701545 0.0928 -0.1111 -0.1622
C 6.197550 21.293503 17.404186 0.4373 -0.0399 -0.6191
C 5.094997 21.503162 16.372101 -0.6758 0.7800 0.7266
C 5.128118 20.429937 15.294175 0.7366 0.1830 0.4487
O 6.281865 20.576588 14.449527 0.2449 -0.4425 -0.0971
C 6.014222 21.200693 13.239638 -0.0239 0.6454 -0.4106
N 3.806016 21.530178 17.082346 -0.2888 -0.7807 -0.8169
H 6.086758 21.943102 18.269357 -0.1427 0.0041 0.0105
H 7.164257 21.507207 16.933666 0.0544 -0.1272 0.1269
H 6.174142 20.260029 17.754289 -0.0469 0.0594 0.1564
H 5.225227 22.497354 15.909346 0.1283 -0.1112 -0.1865
H 4.240972 20.428540 14.657941 -0.1948 -0.0948 0.1948
H 5.248368 19.491204 15.839230 -0.2606 -0.2188 -0.3343
H 6.846194 21.072422 12.539624 0.1035 -0.2979 0.2095
H 5.907856 22.294385 13.337085 -0.2503 -0.0778 0.1311
H 5.110598 20.805379 12.756034 -0.0164 0.0187 0.0474
H 3.104562 21.114642 16.467410 -0.2366 0.2729 0.0654
H 3.807395 20.817792 17.842085 0.2655 0.0143 0.1280
C 5.298617 23.791029 21.228115 -0.0366 -0.4331 -0.5297
C 3.979863 24.235313 20.578153 0.8954 0.8516 0.3082
C 3.617246 25.660490 20.914264 -0.9569 -0.4323 1.0351
O 4.744480 26.548083 20.806265 0.1656 0.2291 -0.4337
C 4.378550 27.891937 20.701041 -0.8365 -0.0170 -0.5642
N 4.068518 24.110512 19.097118 0.3726 -0.6896 0.4678
H 5.347411 22.700542 21.123202 -0.0351 -0.0031 0.2347
H 5.347652 24.056792 22.283907 -0.0119 0.0005 0.0321
H 6.166521 24.195880 20.693636 -0.0317 0.2760 0.1648
H 3.207353 23.593056 20.999896 -0.2681 0.1491 -0.4539
H 3.211783 25.686482 21.933700 0.2229 -0.0350 -0.0359
H 2.747215 25.949334 20.309392 0.3132 0.1868 -0.2975
H 4.742367 28.311572 19.751260 0.3747 0.1189 0.1939
H 4.687954 28.511084 21.549467 0.2973 -0.1145 0.0343
H 3.288205 27.998589 20.623353 0.0093 -0.0597 0.1883
H 4.501390 24.927966 18.680071 0.0812 0.1179 0.2703
H 4.705883 23.328889 18.961719 -0.1090 0.0064 -0.4084
```
Positions in Å, forces in eV/Å.

Calculated values
LUMO (alpha / beta) = 5.137 / 5.136 eV
Net charge = -3
HOMO energy (alpha / beta) = 1.82 / 1.19 eV
<S²> = 6.005
2S+1 = 5
Orbital gap (alpha / beta) = 3.31 / 3.95 eV